C31H18Cl3FeN5O6Se | ωB97M-V with the def2-TZVPD basis set

Cartesian coordinates (Å):
Fe -0.437 -1.115 -0.286
Cl -0.387 -7.587 2.730
C -0.741 -6.151 1.777
C -1.111 -6.300 0.427
C -1.385 -5.205 -0.336
C -1.292 -3.865 0.178
O -1.541 -2.890 -0.588
C -0.945 -3.758 1.569
C -0.973 -2.518 2.273
N -1.187 -1.382 1.695
C -1.380 -0.225 2.423
C -1.201 -0.016 3.769
C -1.480 1.244 4.346
C -1.929 2.296 3.599
C -2.103 2.128 2.201
C -2.560 3.151 1.339
C -2.688 2.906 0.007
C -2.320 1.632 -0.489
N -1.894 0.673 0.274
C -1.807 0.885 1.616
C -0.657 -4.911 2.329
H -1.163 -7.294 0.000
H -1.646 -5.301 -1.384
H -0.901 -2.586 3.357
H -0.801 -0.808 4.388
H -1.316 1.373 5.411
H -2.141 3.259 4.049
H -2.801 4.123 1.756
H -3.030 3.666 -0.682
H -2.359 1.423 -1.553
H -0.344 -4.786 3.360
Cl -1.178 -2.112 -4.930
C -0.738 -0.447 -4.671
C -0.696 0.404 -5.774
C -0.372 1.726 -5.638
Cl -0.348 2.761 -7.059
C -0.061 2.253 -4.367
C 0.300 3.600 -4.132
C 0.593 4.015 -2.865
C 0.523 3.078 -1.815
N 0.190 1.829 -1.997
C -0.101 1.386 -3.240
C -0.456 -0.034 -3.351
O -0.520 -0.819 -2.370
H -0.929 0.002 -6.751
H 0.346 4.285 -4.969
H 0.885 5.038 -2.663
H 0.757 3.374 -0.792
N 5.541 1.705 -1.557
C 4.704 1.584 -0.775
C 3.656 1.510 0.209
C 3.864 2.020 1.484
C 2.834 1.936 2.396
C 1.632 1.372 1.988
N 1.417 0.898 0.764
C 2.430 0.925 -0.095
H 4.822 2.449 1.747
H 2.953 2.279 3.415
H 0.814 1.284 2.691
H 2.267 0.455 -1.057
O 3.592 -1.172 1.233
Se 2.318 -2.187 1.357
O 1.415 -1.813 2.691
O 1.351 -1.886 0.001
O 2.714 -3.762 1.337

Computed properties:
Largest force on an atom ... 0.00809 hartree/bohr
Charge ... -2
2S+1 ... 5
Gap between HOMO and LUMO (alpha / beta) ... 6.258 / 6.121 eV
HOMO energy (alpha / beta) ... -2.312 / -2.176 eV
Energy ... -189477.59517 eV
⟨S²⟩ ... 6.008
Energy relative to the best compared isomer or geometry (same formula, charge and spin) ... 21.35 kcal per mole